Record 1
The following is a DFT calculation (wB97M-V/def2-TZVPD) of the molecule C7H16N2 in a non-equilibrium geometry.

```
25
Properties=species:S:1:pos:R:3:nbo_charge:R:1
H -0.298 -2.116 -1.499 0.35
N -1.111 -2.177 -0.892 -0.66
C -1.309 -1.233 -0.092 0.50
C -2.496 -1.292 0.823 -0.69
N -0.509 0.297 0.055 -0.54
C -1.197 1.374 -0.615 -0.40
C 0.865 0.145 0.017 0.23
C 1.531 -0.113 -1.328 -0.66
C 1.404 1.876 0.528 -0.62
C 1.397 -0.770 1.114 -0.64
H -2.187 -1.081 1.847 0.23
H -2.944 -2.286 0.787 0.23
H -3.254 -0.562 0.541 0.23
H -1.304 2.237 0.047 0.19
H -2.209 1.051 -0.854 0.21
H -0.671 1.699 -1.516 0.18
H 1.105 0.505 -2.115 0.21
H 1.450 -1.162 -1.611 0.19
H 2.597 0.094 -1.252 0.22
H 2.451 1.745 0.778 0.20
H 0.821 2.190 1.385 0.20
H 1.283 2.540 -0.320 0.20
H 2.464 -0.597 1.247 0.21
H 0.894 -0.548 2.053 0.22
H 1.227 -1.817 0.873 0.21
```

As for the highest occupied orbital energy: -8.098 eV. The calculation puts the energy above the lowest of the compared OMol25 structures with the same formula, charge and spin at 273.9 kJ/mol. Its HOMO-LUMO gap is 8.97 eV. As for the SMILES: [H]/N=C(/C)N(C)C(C)(C)C. The calculation puts the total energy at -10496.4184 eV. Its largest force on an atom is 5.72 eV Å⁻¹.


Record 2
The following is a DFT calculation (wB97M-V/def2-TZVPD) of a cluster of 15 separate species, C98H212F6N13O13 in total in a non-equilibrium geometry.

```
342
Properties=species:S:1:pos:R:3:lowdin_charge:R:1
C -4.932 2.417 -0.329 -0.08
C -5.579 1.375 -1.291 -0.22
C -6.125 1.965 -2.628 -0.17
C -6.579 0.808 -3.474 -0.15
N -6.805 1.139 -4.908 -0.25
C -7.507 -0.067 -5.628 -0.04
C -6.557 -0.522 -6.737 -0.13
C -5.160 0.021 -6.398 -0.12
C -5.517 1.382 -5.665 -0.06
C -7.775 2.254 -4.971 0.01
H -4.241 3.007 -0.926 0.06
H -4.319 1.884 0.442 0.06
H -5.540 3.088 0.257 0.07
H -6.334 0.831 -0.715 0.12
H -4.902 0.611 -1.550 0.06
H -5.396 2.648 -3.108 0.12
H -6.949 2.683 -2.404 0.13
H -7.464 0.420 -3.116 0.12
H -5.809 -0.006 -3.550 0.11
H -8.463 0.276 -5.976 0.13
H -7.538 -0.806 -4.891 0.11
H -6.864 -0.054 -7.685 0.12
H -6.585 -1.624 -6.789 0.13
H -4.595 0.228 -7.281 0.10
H -4.487 -0.559 -5.741 0.10
H -5.619 2.163 -6.425 0.14
H -4.715 1.617 -4.979 0.12
H -7.380 3.116 -4.502 0.09
H -8.625 1.907 -4.389 0.13
H -8.078 2.468 -5.957 0.10
C -1.050 2.858 -9.845 -0.10
C -0.847 2.054 -11.198 -0.21
C -1.318 2.947 -12.426 -0.19
C -1.184 2.227 -13.725 -0.15
N -1.702 3.053 -14.843 -0.25
C -1.621 2.326 -16.226 -0.10
C -1.731 3.442 -17.239 -0.15
C -0.871 4.585 -16.643 -0.11
C -0.944 4.411 -15.088 -0.05
C -3.161 3.427 -14.724 0.03
H -2.048 3.319 -9.728 0.07
H -0.317 3.675 -9.808 0.07
H -0.832 2.271 -8.948 0.06
H -1.433 1.147 -11.035 0.10
H 0.164 1.685 -11.427 0.11
H -0.711 3.829 -12.409 0.11
H -2.371 3.092 -12.150 0.11
H -1.790 1.322 -13.684 0.15
H -0.142 1.963 -13.958 0.15
H -2.364 1.512 -16.358 0.15
H -0.628 1.852 -16.204 0.14
H -2.807 3.710 -17.403 0.13
H -1.367 3.065 -18.199 0.13
H -1.268 5.538 -16.948 0.12
H 0.129 4.533 -17.018 0.11
H -1.513 5.210 -14.659 0.12
H 0.085 4.373 -14.690 0.14
H -3.745 2.563 -14.948 0.11
H -3.391 4.260 -15.397 0.12
H -3.281 3.827 -13.719 0.09
C 4.130 2.198 -1.950 -0.07
C 2.740 2.548 -1.343 -0.25
C 1.853 1.323 -1.390 -0.20
C 0.522 1.429 -0.678 -0.11
N -0.132 0.141 -0.367 -0.27
C -1.445 0.278 0.220 -0.12
C -1.814 -1.090 0.883 -0.07
C -0.404 -1.723 1.087 -0.13
C 0.565 -0.625 0.687 -0.11
C -0.242 -0.653 -1.655 0.06
H 4.810 3.035 -1.784 0.05
H 4.069 2.043 -3.064 0.09
H 4.509 1.262 -1.415 0.10
H 2.267 3.346 -1.910 0.10
H 2.924 2.855 -0.320 0.09
H 2.381 0.450 -1.078 0.10
H 1.595 1.203 -2.436 0.12
H -0.284 1.969 -1.290 0.15
H 0.694 1.907 0.275 0.12
H -2.080 0.519 -0.607 0.12
H -1.456 1.116 0.850 0.09
H -2.417 -1.681 0.184 0.08
H -2.436 -0.944 1.743 0.10
H -0.212 -2.641 0.565 0.10
H -0.196 -1.981 2.124 0.09
H 1.581 -1.009 0.465 0.12
H 0.696 0.038 1.601 0.12
H -0.843 -1.584 -1.489 0.12
H 0.739 -0.805 -2.032 0.09
H -0.807 -0.090 -2.384 0.11
C -0.967 4.675 -2.294 -0.11
C -1.227 4.731 -0.809 -0.28
C 0.016 5.108 -0.046 -0.17
C -0.597 5.114 1.353 -0.13
N 0.310 5.798 2.344 -0.25
C 1.539 5.039 2.799 -0.09
C 1.787 5.559 4.213 -0.15
C 0.473 6.031 4.780 -0.14
C -0.533 5.996 3.638 -0.08
C 0.783 7.137 1.880 0.02
H -0.130 4.145 -2.643 0.04
H -0.802 5.676 -2.750 0.10
H -1.762 4.168 -2.813 0.06
H -1.580 3.699 -0.540 0.10
H -2.074 5.394 -0.543 0.12
H 0.445 6.050 -0.458 0.14
H 0.864 4.398 -0.075 0.11
H -0.715 4.082 1.686 0.11
H -1.527 5.700 1.469 0.14
H 2.367 5.306 2.081 0.11
H 1.377 3.937 2.759 0.12
H 2.584 6.296 4.079 0.10
H 2.290 4.839 4.850 0.11
H 0.545 6.994 5.262 0.12
H 0.116 5.326 5.499 0.10
H -1.053 6.958 3.483 0.14
H -1.179 5.113 3.698 0.10
H 1.624 7.056 1.188 0.08
H 1.246 7.622 2.749 0.12
H -0.048 7.690 1.461 0.12
C -0.543 -4.668 -2.691 -0.09
C -0.104 -5.851 -3.583 -0.23
C 0.882 -6.772 -2.860 -0.15
C 0.163 -7.795 -1.905 -0.12
N 0.499 -7.654 -0.484 -0.26
C -0.469 -8.470 0.297 -0.12
C -0.338 -8.067 1.751 -0.13
C 0.213 -6.648 1.680 -0.12
C 0.366 -6.311 0.196 -0.08
C 1.909 -8.129 -0.348 0.03
H -1.321 -4.132 -3.210 0.06
H 0.298 -4.021 -2.440 0.07
H -1.002 -5.070 -1.764 0.05
H 0.424 -5.423 -4.416 0.11
H -0.990 -6.399 -3.844 0.10
H 1.772 -6.260 -2.337 0.13
H 1.423 -7.370 -3.645 0.13
H 0.438 -8.803 -2.201 0.13
H -0.890 -7.589 -1.993 0.11
H -0.351 -9.530 0.054 0.15
H -1.444 -8.241 -0.082 0.12
H 0.236 -8.835 2.277 0.12
H -1.317 -8.017 2.202 0.11
H 1.171 -6.518 2.231 0.11
H -0.439 -5.883 2.120 0.10
H 1.228 -5.733 -0.164 0.10
H -0.599 -5.902 -0.054 0.10
H 2.645 -7.326 -0.439 0.08
H 2.086 -8.840 -1.140 0.11
H 2.129 -8.696 0.549 0.10
C -0.740 -6.906 8.270 -0.07
C 0.034 -6.152 7.155 -0.26
C 1.476 -6.619 7.021 -0.19
C 2.133 -5.725 6.005 -0.08
N 3.373 -6.352 5.224 -0.24
C 3.826 -5.483 4.107 -0.15
C 4.624 -6.327 3.184 -0.11
C 4.015 -7.754 3.401 -0.12
C 3.032 -7.628 4.555 -0.14
C 4.580 -6.687 6.054 0.05
H -0.235 -6.677 9.228 0.08
H -0.605 -7.999 8.207 0.08
H -1.760 -6.621 8.343 0.06
H 0.008 -5.098 7.263 0.09
H -0.444 -6.243 6.201 0.10
H 1.447 -7.688 6.699 0.13
H 1.927 -6.583 8.011 0.12
H 2.504 -4.771 6.411 0.14
H 1.468 -5.501 5.170 0.10
H 4.358 -4.565 4.431 0.15
H 2.917 -5.014 3.729 0.13
H 5.685 -6.392 3.373 0.12
H 4.388 -5.997 2.151 0.12
H 4.790 -8.477 3.602 0.12
H 3.470 -8.097 2.538 0.09
H 3.037 -8.519 5.192 0.14
H 2.027 -7.584 4.110 0.12
H 5.201 -5.791 5.997 0.12
H 5.045 -7.578 5.696 0.10
H 4.295 -6.839 7.086 0.11
C 10.297 4.947 0.275 -0.11
C 10.330 5.530 1.649 -0.26
C 8.928 5.922 2.153 -0.18
C 8.942 6.314 3.646 -0.11
N 7.610 6.794 4.148 -0.28
C 7.765 7.002 5.658 -0.11
C 6.362 7.041 6.154 -0.15
C 5.471 6.211 5.185 -0.11
C 6.494 5.730 4.121 -0.06
C 7.136 8.029 3.477 0.04
H 9.588 4.085 0.200 0.10
H 11.253 4.628 -0.101 0.08
H 9.966 5.729 -0.367 0.07
H 10.948 6.425 1.757 0.12
H 10.839 4.823 2.326 0.12
H 8.200 5.102 1.992 0.12
H 8.547 6.726 1.592 0.09
H 9.615 7.188 3.658 0.15
H 9.229 5.532 4.365 0.14
H 8.346 7.900 5.864 0.15
H 8.326 6.093 5.993 0.14
H 5.989 8.021 6.166 0.09
H 6.366 6.729 7.238 0.15
H 4.737 6.855 4.717 0.10
H 4.929 5.435 5.642 0.09
H 6.154 5.557 3.101 0.09
H 6.972 4.806 4.575 0.16
H 6.792 7.811 2.505 0.06
H 7.975 8.752 3.476 0.13
H 6.367 8.490 4.118 0.11
C 5.471 2.143 1.998 -0.09
C 4.451 1.003 2.289 -0.24
C 3.934 0.914 3.748 -0.15
C 2.525 0.260 3.665 -0.14
N 1.872 -0.119 4.954 -0.28
C 0.442 -0.401 4.634 -0.08
C -0.283 -0.035 6.031 -0.08
C 0.775 0.751 6.881 -0.13
C 1.838 1.094 5.875 -0.10
C 2.541 -1.245 5.636 0.04
H 5.115 3.086 2.386 0.03
H 5.736 2.246 0.935 0.07
H 6.448 1.932 2.491 0.08
H 4.904 0.032 2.027 0.12
H 3.619 1.149 1.592 0.09
H 3.884 2.001 4.120 0.13
H 4.660 0.418 4.370 0.11
H 2.584 -0.706 3.094 0.14
H 1.864 0.940 3.107 0.10
H 0.331 -1.489 4.416 0.10
H 0.086 0.104 3.735 0.09
H -0.555 -0.980 6.524 0.11
H -1.187 0.589 5.851 0.09
H 1.237 0.229 7.752 0.13
H 0.371 1.676 7.212 0.10
H 2.787 1.322 6.265 0.12
H 1.507 1.846 5.158 0.13
H 2.711 -2.008 4.879 0.11
H 1.869 -1.628 6.348 0.09
H 3.435 -0.850 6.139 0.12
C -4.757 -8.826 -4.239 -0.08
C -4.929 -7.415 -3.690 -0.26
C -6.279 -7.055 -3.085 -0.18
C -6.269 -5.754 -2.320 -0.14
N -5.551 -5.630 -1.030 -0.24
C -5.885 -4.357 -0.357 -0.13
C -4.789 -3.973 0.642 -0.11
C -3.606 -4.887 0.213 -0.16
C -4.013 -5.479 -1.098 -0.11
C -5.915 -6.805 -0.078 0.08
H -5.318 -9.083 -5.138 0.08
H -5.179 -9.460 -3.415 0.09
H -3.721 -9.161 -4.370 0.07
H -4.644 -6.629 -4.397 0.12
H -4.212 -7.177 -2.884 0.07
H -6.548 -7.828 -2.412 0.09
H -7.090 -6.860 -3.783 0.14
H -7.320 -5.459 -2.058 0.16
H -5.880 -4.920 -2.941 0.14
H -6.863 -4.301 0.031 0.13
H -5.771 -3.623 -1.135 0.09
H -4.997 -4.055 1.736 0.12
H -4.409 -2.975 0.472 0.09
H -3.346 -5.661 0.994 0.13
H -2.669 -4.355 0.060 0.10
H -3.666 -6.458 -1.400 0.10
H -3.856 -4.751 -1.847 0.10
H -5.478 -6.618 0.893 0.10
H -5.445 -7.721 -0.530 0.12
H -6.996 -6.840 -0.122 0.11
C -3.807 4.988 5.627 -0.08
C -4.647 4.295 6.763 -0.22
C -5.331 2.957 6.361 -0.18
C -4.401 1.921 5.803 -0.13
N -5.025 0.730 5.148 -0.23
C -6.184 0.188 5.956 -0.14
C -6.402 -1.156 5.420 -0.16
C -5.045 -1.709 4.859 -0.12
C -4.116 -0.492 5.021 -0.11
C -5.491 0.954 3.745 0.02
H -3.089 4.384 5.136 0.01
H -3.494 5.956 6.072 0.09
H -4.510 5.198 4.825 0.07
H -5.376 5.029 7.090 0.11
H -4.041 4.066 7.657 0.11
H -6.031 3.355 5.543 0.14
H -6.012 2.527 7.075 0.10
H -3.811 1.496 6.650 0.16
H -3.685 2.266 5.084 0.09
H -7.127 0.743 5.917 0.15
H -5.902 0.161 6.986 0.14
H -7.104 -1.048 4.608 0.11
H -6.871 -1.813 6.212 0.15
H -5.094 -2.113 3.822 0.11
H -4.684 -2.567 5.400 0.11
H -3.430 -0.377 4.212 0.09
H -3.525 -0.567 5.934 0.13
H -5.738 -0.020 3.339 0.09
H -4.730 1.474 3.097 0.11
H -6.447 1.515 3.738 0.12
C 4.654 6.289 1.112 -0.50
O 3.673 7.428 1.310 -0.15
O 4.451 5.304 1.905 -0.14
C 4.575 5.935 -0.369 -0.51
F 3.311 5.488 -0.673 0.10
F 4.917 7.007 -1.085 0.15
F 5.446 4.936 -0.747 0.10
C 4.225 8.719 1.089 -0.29
C 3.419 9.647 0.171 -0.06
H 3.951 10.565 -0.029 0.08
H 3.224 9.124 -0.765 0.07
H 2.482 9.858 0.660 0.06
H 5.258 8.640 0.683 0.11
H 4.336 9.221 2.092 0.12
H 5.663 6.776 1.108 0.12
C 3.879 -4.431 -0.723 -0.54
O 5.150 -4.123 -0.143 -0.10
O 3.255 -5.479 -0.276 -0.17
C 3.166 -3.094 -0.438 -0.43
F 3.043 -2.653 0.895 0.06
F 3.678 -2.052 -1.188 0.09
F 1.859 -3.208 -0.843 0.07
C 6.137 -5.072 -0.452 -0.30
C 6.601 -5.203 -1.893 -0.09
H 5.887 -5.726 -2.528 0.07
H 6.802 -4.206 -2.276 0.08
H 7.554 -5.764 -1.895 0.09
H 6.041 -6.118 -0.088 0.12
H 7.028 -4.610 0.037 0.13
H 4.055 -4.418 -1.869 0.17
N -1.106 2.164 3.600 -0.53
O -2.127 1.442 3.391 -0.04
O -0.110 2.022 2.824 -0.09
O -1.106 2.982 4.547 -0.02
N -1.093 -3.257 4.117 -0.61
O -0.073 -3.631 4.778 -0.07
O -1.312 -3.739 3.031 -0.02
O -1.801 -2.362 4.595 -0.03
N -4.201 -1.900 -2.699 -0.55
O -3.727 -0.964 -3.397 -0.05
O -5.416 -2.263 -2.833 -0.06
O -3.466 -2.568 -1.947 -0.05
```

As for the highest occupied orbital energy: -14.424 eV. Its HOMO-LUMO gap is 7.78 eV. The net charge is +5. The calculation puts the total energy at -167303.7674 eV. Its largest force on an atom is 3.73 eV Å⁻¹.


no.,lowest unoccupied orbital energy (eV)
1,0.88
2,-6.64